Model i:
Entry from the Open Molecules 2025 dataset: 2 unconnected molecules or ions with the total composition C5H10N4 (ωB97M-V with the def2-TZVPD basis set).

**Charge**: 0
**Lowest unoccupied orbital energy**: -0.03 eV
**HOMO-LUMO gap**: 8.494 eV

Geometry (Å):
C1 -0.3061 -1.3523 0.6555
N1 0.5267 1.2681 -0.3303
H1 -1.9964 1.0932 2.3466
H2 1.7245 -0.9950 0.8109
H3 0.2789 0.2106 2.0318
C2 -0.2156 1.1283 -1.4712
H4 2.3648 0.6278 -1.0652
H5 -1.1117 -2.8481 -0.2351
N2 -1.3319 -1.9787 0.2496
N3 0.1534 1.6043 -2.5837
H6 1.1936 -2.5293 -0.0661
C3 -0.5008 -0.0019 1.3055
H7 -2.5187 0.3742 0.7576
N4 1.0026 -1.6543 0.3971
C4 1.7888 1.0432 -0.2382
C5 -1.7314 0.5103 1.4804
H8 -1.1503 0.5808 -1.2857
H9 2.3199 1.5066 0.5850
H10 -0.4902 1.4121 -3.3443

---

Model ii:
Entry from the Open Molecules 2025 dataset: a molecular structure, C5H10N4 (ωB97M-V with the def2-TZVPD basis set).

**Charge**: 0
**Lowest unoccupied orbital energy**: 0.52 eV
**HOMO-LUMO gap**: 8.626 eV

Geometry (Å):
C1 -1.7120 0.1130 1.5040
N1 -2.1635 0.7915 -1.8016
H1 -2.6878 -0.3525 1.3787
C2 -0.8453 -0.1846 0.2760
N2 0.4258 0.5677 0.4037
N3 2.5029 1.2165 -0.3864
C3 -1.5343 0.4274 -0.9117
H2 -1.2337 -0.3029 2.3913
H3 -1.8615 1.1879 1.6212
H4 1.6583 -0.1001 -2.4337
H5 2.5201 1.9548 0.2973
N4 1.1651 -0.3070 -1.5734
H6 3.2040 1.2003 -1.1089
H7 -1.5029 -2.2482 0.0612
H8 0.7937 0.6292 1.3420
H9 0.2248 -2.1031 0.5565
C4 1.3164 0.5653 -0.6180
C5 -0.6009 -1.6457 0.0250
H10 0.3307 -1.4096 -1.0232

---

Best to worst by energy: model ii, model i.